An isolated molecule of C3H2N2O2 in a non-equilibrium geometry, computed with ωB97M-V/def2-TZVPD.

Computed properties:
* energy above the lowest of the compared OMol25 structures with the same formula, charge and spin: 3.0278 eV
* frontier orbital gap: 9.0 eV
* total charge: 0
* E_HOMO: -10.22 eV
* DFT total energy: -375.4003 a.u.
* E_LUMO: -1.21 eV

Geometry as XYZ:
```
9
Properties=species:S:1:pos:R:3:nbo_charge:R:1
N 0.100 0.700 2.360 -0.707
C -0.173 0.292 1.197 0.510
O -1.105 0.082 0.388 -0.606
C 0.153 -0.474 -1.845 0.572
O 0.057 0.362 -2.668 -0.429
C 0.964 -0.139 0.225 0.559
N 1.295 -0.477 -0.865 -0.447
H -0.777 0.964 2.810 0.363
H -0.518 -1.303 -1.599 0.185
```